Entry 1:
ORCA calculation (ωB97M-V/def2-TZVPD) on a cluster of 16 separate species, C56H155N11O22 in total in a non-equilibrium geometry.

Geometry as ORCA input:
```
! RIJCOSX wB97M-V def2-TZVPD def2/J DEFGRID3
* xyz 0 1
C -5.99430 -6.76906 2.19963
O -6.78543 -5.60170 2.63036
C -6.10920 -4.60902 3.28719
C -7.04039 -3.42282 3.52603
N -7.43777 -2.91781 2.16796
C -8.44997 -1.78588 2.20488
C -7.99717 -0.38445 2.65010
O -7.82017 -0.44708 4.08141
C -7.74650 0.80134 4.71660
H -6.70980 -7.46180 1.75659
H -5.43577 -7.15530 3.05225
H -5.30170 -6.51389 1.39758
H -5.21781 -4.31138 2.73500
H -5.70881 -5.03960 4.20499
H -6.57267 -2.66505 4.15463
H -7.93114 -3.74876 4.06309
H -7.93275 -3.64199 1.66729
H -9.30390 -2.09324 2.80857
H -8.92895 -1.69993 1.22954
H -8.62344 0.42455 2.27404
H -7.02474 -0.16252 2.21052
H -8.63507 1.43199 4.68825
H -6.94264 1.32270 4.19689
H -7.44172 0.73656 5.76110
C 6.96457 4.78789 -8.91686
O 6.44041 3.49907 -8.69609
C 5.12534 3.43615 -8.19703
C 4.91548 2.13210 -7.36228
N 3.47944 1.88441 -7.30928
C 2.68329 3.06838 -6.92719
C 1.32844 2.55295 -6.40513
O 1.54469 2.13061 -5.05454
C 0.26781 1.78832 -4.48303
H 7.05324 5.27860 -7.94761
H 6.34649 5.44881 -9.52453
H 7.94796 4.76920 -9.38661
H 4.40270 3.55822 -9.00387
H 4.90451 4.27468 -7.53656
H 5.28450 2.32019 -6.35404
H 5.41103 1.26174 -7.79239
H 3.24675 1.13899 -6.66873
H 2.50508 3.49970 -7.91223
H 3.11601 3.69907 -6.15061
H 0.87012 1.82754 -7.07730
H 0.62237 3.38032 -6.33424
H -0.19545 1.00969 -5.08901
H -0.47937 2.57414 -4.37210
H 0.37716 1.41955 -3.46315
C 1.38777 2.02403 3.89358
O 1.43939 3.35470 3.37334
C 2.55692 4.12801 3.84954
C 4.01420 3.73033 3.29380
N 5.16347 4.17981 4.07343
C 6.43387 3.74346 3.49542
C 6.71089 4.30800 2.10178
O 6.64967 5.72484 2.12719
C 6.62058 6.29124 0.83074
H 0.45250 1.50409 3.68612
H 1.59592 2.09012 4.96147
H 2.13587 1.36734 3.44952
H 2.64955 4.24857 4.92889
H 2.29601 5.14834 3.56857
H 4.17386 4.12502 2.29040
H 4.08975 2.64390 3.24841
H 5.14637 5.18811 4.12936
H 6.53807 2.66943 3.34144
H 7.23570 4.02486 4.17805
H 6.10795 3.78599 1.35876
H 7.74553 4.06879 1.85601
H 5.79396 6.02754 0.17099
H 7.51229 6.25088 0.20517
H 6.46669 7.33714 1.09627
C 2.45328 4.96960 -0.29068
O 1.27267 5.40504 -0.82964
C 1.20034 5.25991 -2.21389
C -0.18297 5.60517 -2.92566
N -0.49321 7.04204 -3.06059
C -0.73481 7.64295 -1.71923
C -1.68953 6.96536 -0.69514
O -2.96589 6.72973 -1.24543
C -3.95438 6.34452 -0.26364
H 3.25748 5.70528 -0.30261
H 2.70298 3.99410 -0.70801
H 2.31801 4.86544 0.78586
H 1.37695 4.20814 -2.43898
H 1.97925 5.76754 -2.78284
H -0.94847 5.08219 -2.35241
H -0.11575 5.09037 -3.88408
H -1.27991 7.04975 -3.69396
H -1.18853 8.60591 -1.95364
H 0.19513 7.82394 -1.18020
H -1.84200 7.71040 0.08574
H -1.27030 6.03688 -0.30750
H -4.15559 7.18856 0.39607
H -3.70791 5.49359 0.37139
H -4.85769 6.02374 -0.78252
C 6.58732 -6.95570 -1.09452
O 5.75391 -6.48391 -0.10381
C 4.53608 -7.26780 -0.04719
C 3.63667 -6.94573 1.22423
N 3.05392 -5.55292 1.15770
C 2.53438 -4.99911 2.41012
C 3.66536 -4.75677 3.45444
O 4.53844 -5.83044 3.81219
C 5.17366 -5.63216 5.04590
H 7.49713 -6.35949 -1.16437
H 6.14917 -6.85205 -2.08719
H 6.90369 -7.98581 -0.93062
H 4.77867 -8.33012 -0.02021
H 3.95623 -7.10754 -0.95615
H 4.20490 -7.34751 2.06316
H 2.79136 -7.63298 1.18846
H 3.75547 -4.96678 0.72833
H 1.80233 -5.69525 2.81952
H 2.00561 -4.07209 2.18848
H 3.15676 -4.38674 4.34467
H 4.31044 -3.95444 3.09636
H 5.83142 -6.48285 5.22416
H 4.46261 -5.67515 5.87094
H 5.58984 -4.62885 5.13689
C 0.29663 -2.67332 3.57649
O -1.03830 -2.29237 3.69366
C -1.99690 -2.92838 2.82655
C -2.00594 -2.50431 1.33952
N -1.84064 -1.08632 1.09710
C -1.35947 -0.82608 -0.22563
C -1.27470 0.74195 -0.36726
O -0.35488 1.33544 0.59537
C -0.21866 2.76998 0.41731
H 0.88762 -1.88771 4.04729
H 0.62995 -2.56825 2.54403
H 0.49642 -3.67468 3.95787
H -2.99517 -2.74460 3.22376
H -1.86183 -4.00971 2.85082
H -2.99356 -2.83339 1.01636
H -1.26982 -3.02532 0.72733
H -1.24369 -0.83841 1.87317
H -1.95012 -1.31302 -1.00158
H -0.35980 -1.19032 -0.46247
H -2.26128 1.18841 -0.24301
H -0.92371 0.89281 -1.38812
H 0.69289 2.86544 1.00728
H -1.07689 3.27504 0.86057
H 0.00661 2.89149 -0.64221
O -4.33155 -0.62606 4.02613
H -5.16308 -0.21674 4.26544
H -4.29142 -0.54848 3.07292
O -4.39679 0.08065 1.32788
H -3.48859 -0.15114 1.13373
H -4.91276 -0.62817 0.94371
O -5.69218 -2.12104 0.14723
H -6.16512 -2.49355 0.89142
H -6.29712 -2.20806 -0.58946
O 2.81741 -0.32490 5.97633
H 3.51359 0.31308 6.13298
H 3.09105 -0.78935 5.18535
O -1.70892 -0.02297 5.15678
H -2.65786 0.06629 5.06862
H -1.48516 -0.76828 4.59942
C 3.92692 0.74337 0.72466
C 3.38376 -0.44376 0.07699
C 4.33042 -1.62673 -0.06691
O 3.67431 -2.70485 -0.73666
C 4.47333 -3.57721 -1.53721
N 2.38654 -0.91839 1.09503
H 4.53470 0.52711 1.60326
H 3.16457 1.45481 1.04210
H 4.58490 1.30436 0.06099
H 2.93865 -0.21240 -0.89072
H 4.77207 -1.87974 0.89695
H 5.12696 -1.23063 -0.69678
H 5.29026 -3.00524 -1.97720
H 3.91279 -4.14230 -2.28191
H 5.00175 -4.20633 -0.82092
H 1.54710 -0.39582 0.88918
H 2.11233 -1.87022 0.89775
C 0.40161 4.79369 7.01478
C -1.06163 4.29495 7.04987
C -1.41617 3.40355 5.81368
O -1.82532 4.17656 4.73082
C -2.39331 3.44318 3.67508
N -1.31026 3.60388 8.32580
H 1.08209 3.94221 7.01001
H 0.57724 5.43108 7.88138
H 0.54167 5.42320 6.13602
H -1.75674 5.13453 7.05482
H -2.04307 2.53494 6.01516
H -0.56420 2.77801 5.54730
H -3.36980 2.97819 3.81057
H -1.71527 2.63551 3.39936
H -2.41825 4.13762 2.83530
H -1.05873 2.62776 8.26226
H -0.80913 3.99799 9.10915
C -4.57550 -0.09510 -3.61984
C -5.01077 1.37809 -3.58311
C -3.76237 2.27929 -4.01497
O -2.78958 2.42903 -2.97651
C -3.17346 3.11937 -1.81147
N -6.17001 1.53426 -4.45324
H -3.77484 -0.24395 -2.89535
H -4.12126 -0.27241 -4.59468
H -5.37363 -0.82375 -3.47777
H -5.27081 1.69775 -2.57401
H -3.94369 3.27957 -4.40824
H -3.20335 1.89082 -4.86626
H -3.78386 3.99691 -2.02462
H -2.34882 3.49083 -1.20312
H -3.81854 2.45260 -1.23931
H -5.88067 1.57683 -5.41997
H -6.31613 2.53240 -4.50280
C 1.01285 -5.14963 -2.45172
C 0.24854 -4.72113 -1.25769
C -0.29997 -5.92330 -0.47449
O -1.20854 -6.77941 -1.26465
C -1.61050 -7.99667 -0.57659
N 1.12697 -3.90578 -0.45298
H 1.40851 -4.33088 -3.05273
H 0.37701 -5.69248 -3.15110
H 1.89118 -5.74795 -2.20953
H -0.59814 -4.08382 -1.51277
H -0.80559 -5.55851 0.41958
H 0.54358 -6.53787 -0.16016
H -1.78749 -8.70273 -1.38791
H -2.60268 -7.92487 -0.13104
H -0.96264 -8.32621 0.23568
H 1.69154 -4.55196 0.07977
H 1.88906 -3.44230 -0.92680
C -0.81120 -1.58655 -3.77266
C -0.49403 -2.70614 -4.81518
C -1.61442 -3.75622 -4.95945
O -2.86807 -3.37717 -5.49767
C -2.91558 -3.25736 -6.93389
N -0.14344 -2.07952 -6.04531
H 0.09654 -1.06791 -3.46427
H -1.07677 -2.04551 -2.82033
H -1.52651 -0.84619 -4.13084
H 0.36197 -3.26623 -4.43880
H -1.79194 -4.09483 -3.93869
H -1.24356 -4.63824 -5.48157
H -3.86768 -2.74187 -7.05989
H -2.85332 -4.26402 -7.34723
H -2.19840 -2.59368 -7.41690
H 0.16152 -2.67212 -6.80419
H -1.08191 -1.83067 -6.32364
*
```

The HOMO-LUMO gap comes out at 0.327 Eh. The energy is -4483.6913 Eh. For the HOMO energy, the calculation gives -0.3109 Ha. Its energy above the lowest of the compared OMol25 structures with the same formula, charge and spin is 224.59 kJ/mol. The LUMO energy comes out at 0.44 eV.

=====

Entry 2:
ORCA calculation (ωB97M-V/def2-TZVPD) on a structure of composition C19H21N8OS2Sn.

Geometry as ORCA input:
```
! RIJCOSX wB97M-V def2-TZVPD def2/J DEFGRID3
* xyz 0 2
Sn 0.39196 0.95586 0.00102
N 4.37836 -1.42414 -0.38738
C 3.17200 -0.81869 -0.07522
S 2.81425 0.66060 -0.94366
N 2.43362 -1.39604 0.79868
N 1.22450 -0.82695 1.12388
C 0.59006 -1.38819 2.17399
C 1.12402 -2.59136 2.86057
C 1.43914 -3.75507 2.15735
C 1.92058 -4.87178 2.82177
C 2.11215 -4.84396 4.19724
C 1.81682 -3.68864 4.90552
C 1.32938 -2.57143 4.24098
C -0.57234 -0.73131 2.67531
C -1.45497 -1.30221 3.62812
C -2.52791 -0.57840 4.07460
C -2.75125 0.71972 3.57849
C -1.89470 1.18855 2.61007
N -0.84186 0.49866 2.15698
H 5.04755 -0.85423 -0.87070
H 4.73233 -2.06594 0.30281
H 1.29260 -3.77813 1.08640
H 2.14717 -5.77204 2.26315
H 2.50159 -5.71383 4.71195
H 1.96542 -3.65342 5.97803
H 1.11531 -1.66273 4.78988
H -1.27997 -2.30667 3.98405
H -3.21358 -1.01095 4.79312
H -3.58172 1.32317 3.91798
H -2.03936 2.16582 2.15661
N 0.48055 3.48015 -2.28126
N -0.66951 4.02884 -2.83208
C -1.85583 4.01507 -2.17746
N -2.83403 4.69642 -2.83636
S -2.14729 3.31399 -0.69603
H 1.03355 4.17845 -1.79874
H 1.03653 3.03190 -2.99518
H -0.58839 4.58416 -3.66937
H -2.75669 4.90699 -3.81814
H -3.75408 4.63500 -2.43947
O -0.51451 -0.37194 -1.86263
N -0.73246 0.16911 -3.00973
C -1.96925 0.60655 -3.32850
C -2.20453 1.24224 -4.52702
C -1.16852 1.43334 -5.42983
C 0.08515 0.94346 -5.09499
C 0.28484 0.31048 -3.88720
H -2.71983 0.43424 -2.57298
H -3.20627 1.58057 -4.75228
H -1.34046 1.92069 -6.37944
H 0.91954 1.04268 -5.77579
H 1.23033 -0.08864 -3.54714
*
```

The HOMO-LUMO gap (spin up / spin down) comes out at 0.170 / 0.240 Eh. The energy is -2260.5161 Eh. As for the expectation value of S²: 0.76. For the HOMO energy (spin up / spin down), the calculation gives -0.1803 / -0.2509 Ha. Its energy above the lowest of the compared OMol25 structures with the same formula, charge and spin is 86.40 kJ/mol. The LUMO energy (spin up / spin down) comes out at -0.28 / -0.31 eV.

=====

Entry 3:
ORCA calculation (ωB97M-V/def2-TZVPD) on a structure of composition C17H16N2O5Sc in a non-equilibrium geometry.

Geometry as ORCA input:
```
! RIJCOSX wB97M-V def2-TZVPD def2/J DEFGRID3
* xyz 3 1
Sc -0.15557 0.56845 -2.50061
C -0.04327 1.82734 -0.62446
O -0.19433 2.70247 0.12403
C -0.48399 2.89464 -3.25769
O -0.31672 4.02044 -3.08215
C -2.18801 1.60326 -1.68689
O -2.87922 2.32821 -1.08144
C 1.73182 1.97149 -2.35448
O 2.35749 2.92912 -2.16576
C -0.01146 -0.01233 -5.38187
H 0.93293 -0.58419 -5.33086
H -0.95367 -0.58693 -5.30988
C -0.01273 1.29045 -5.73177
H -0.95069 1.83791 -5.93283
H 0.92574 1.83216 -5.94545
C 1.04093 -1.21781 3.61197
N 1.30514 -1.22380 2.19066
N 0.31511 -1.25581 1.26095
C 0.89578 -1.10669 0.02694
O 0.20284 -0.87530 -1.04816
C 2.29791 -1.13866 0.23419
C 2.50421 -1.14105 1.59370
C 3.79063 -0.90760 2.28013
C -1.06906 -1.01551 1.58460
C -1.41148 0.05994 2.39563
C -2.74034 0.21079 2.80391
C -3.73374 -0.61010 2.25300
C -3.37980 -1.61993 1.32816
C -2.03649 -1.81253 0.98688
H 0.81140 -0.20603 3.96749
H 1.97514 -1.52331 4.08966
H 0.26232 -1.93793 3.89167
H 3.03525 -1.03392 -0.53800
H 3.80405 0.02683 2.86262
H 4.03608 -1.74475 2.93719
H 4.59727 -0.85035 1.53689
H -0.62320 0.73386 2.70895
H -2.99373 0.93740 3.57863
H -4.78702 -0.49901 2.54750
H -4.14483 -2.28690 0.90980
H -1.71268 -2.58434 0.26719
*
```

The HOMO-LUMO gap comes out at 0.167 Eh. The energy is -1902.7201 Eh. For the HOMO energy, the calculation gives -0.6532 Ha. Its energy above the lowest of the compared OMol25 structures with the same formula, charge and spin is 35.72 kJ/mol. The LUMO energy comes out at -13.23 eV.